one) An isolated ion of composition C5H14N2 and charge +1. Source: the Open Molecules 2025 dataset; level of theory: ωB97M-V/def2-TZVPD.

LUMO (alpha / beta), eV: -3.00 / -3.06
Net charge: +1
HOMO energy (alpha / beta), eV: -7.778 / -11.990
Multiplicity: 2
Gap between HOMO and LUMO (alpha / beta), eV: 4.77 / 8.93

Atoms and positions in Å:
C (-0.1310, -1.7202, 1.9938)
C (-0.0588, -1.2085, 0.5868)
C (0.1520, 0.3732, 0.6125)
C (0.3059, 1.1208, -0.6830)
C (-0.0703, 0.7932, -1.9714)
N (1.3678, 2.1986, -0.5768)
N (-1.4438, -1.4351, -0.1059)
H (-0.2349, -2.7857, 2.1255)
H (0.8563, -1.4468, 2.3828)
H (-0.9449, -1.1914, 2.4963)
H (0.6232, -1.6712, -0.1371)
H (-0.8181, 0.7194, 1.0402)
H (1.0448, 0.5818, 1.2264)
H (0.1498, 1.5018, -2.7600)
H (-0.8433, 0.0446, -2.0266)
H (2.1030, 2.0575, -1.2890)
H (1.8454, 2.3251, 0.3137)
H (0.8669, 3.0666, -0.7653)
H (-1.8202, -2.3873, -0.0588)
H (-1.3821, -1.2262, -1.1021)
H (-2.1747, -0.8909, 0.3614)

two) An isolated ion of composition C5H14N2 and charge +1. Source: the Open Molecules 2025 dataset; level of theory: ωB97M-V/def2-TZVPD.

LUMO (alpha / beta), eV: -2.67 / -8.51
Net charge: +1
HOMO energy (alpha / beta), eV: -15.288 / -14.135
Multiplicity: 2
Gap between HOMO and LUMO (alpha / beta), eV: 12.61 / 5.62

Atoms and positions in Å:
C (1.1252, 1.5510, 1.0058)
N (0.1036, 0.5895, 0.7782)
C (0.5940, -0.6053, 0.0986)
C (-0.5167, -0.9394, -0.9412)
C (-0.8648, 0.3978, -1.7329)
N (-2.0856, 1.1149, -1.1541)
C (0.8255, -1.7041, 1.1451)
H (2.0793, 1.1026, 1.2977)
H (1.2655, 2.1393, 0.0516)
H (0.9212, 2.3900, 1.7469)
H (-0.0962, 0.2183, 1.6963)
H (1.4202, -0.2558, -0.6101)
H (-0.1025, -1.5922, -1.7789)
H (-1.4094, -1.4322, -0.6326)
H (-0.0404, 1.1009, -1.6314)
H (-1.2282, 0.2438, -2.7499)
H (-1.8112, 1.3008, -0.1760)
H (-2.7463, 0.2573, -0.8454)
H (1.5180, -1.3573, 1.9163)
H (1.1189, -2.6977, 0.7315)
H (-0.0701, -1.8222, 1.7843)

Which of them is the least stable? Correct choice: one).

one) A 2-piece molecular cluster, C5H14N2 overall. Source: the Open Molecules 2025 dataset; level of theory: ωB97M-V/def2-TZVPD.

LUMO (alpha / beta), eV: -6.56 / -7.90
Net charge: +1
HOMO energy (alpha / beta), eV: -13.034 / -12.999
Multiplicity: 2
Gap between HOMO and LUMO (alpha / beta), eV: 6.47 / 5.10

Atoms and positions in Å:
C (0.5672, 0.8127, 0.1574)
N (1.3477, -0.0472, -0.8555)
C (2.0997, -0.5688, 0.0930)
C (-0.4083, -0.0012, 1.0871)
C (-1.1441, -1.1007, 0.2969)
C (-1.5930, -0.7426, -1.1432)
N (-2.6665, 0.3084, -1.0092)
H (1.1281, 1.4734, 0.8094)
H (-0.0586, 1.3120, -0.5699)
H (3.9426, 2.5117, 0.8490)
H (2.0565, -1.6496, 0.2770)
H (4.4034, 2.0822, 1.2448)
H (2.8751, -0.0439, 0.6531)
H (0.1528, -0.5103, 1.8848)
H (-1.1913, 0.5197, 1.6514)
H (-0.4693, -1.9640, 0.1779)
H (-2.1056, -1.3609, 0.7537)
H (-2.0478, -1.6306, -1.6056)
H (-0.8081, -0.3055, -1.7559)
H (-3.5694, -0.0861, -1.2512)
H (-2.5114, 0.9913, -1.7448)

two) C5H14N2 as an isolated structure. Source: the Open Molecules 2025 dataset; level of theory: ωB97M-V/def2-TZVPD.

LUMO (alpha / beta), eV: -6.80 / -7.13
Net charge: +1
HOMO energy (alpha / beta), eV: -12.058 / -12.047
Multiplicity: 2
Gap between HOMO and LUMO (alpha / beta), eV: 5.26 / 4.91

Atoms and positions in Å:
C (0.8019, -0.7127, -0.7955)
N (1.5672, -0.4426, 0.4029)
C (2.6526, 0.2537, 0.2449)
C (-0.1088, 0.4928, -1.2027)
C (-0.8801, 1.0590, 0.0170)
C (-1.5737, -0.0479, 0.7990)
N (-2.6374, -0.7563, 0.0970)
H (1.4615, -0.9138, -1.6373)
H (0.1727, -1.6024, -0.7393)
H (3.2775, 1.1953, 2.0206)
H (2.4628, 1.1974, -0.2795)
H (2.9695, 0.7958, 1.4270)
H (3.5909, -0.2560, 0.0196)
H (0.5811, 1.2798, -1.4818)
H (-0.8037, 0.1361, -1.9459)
H (-0.1742, 1.5759, 0.6633)
H (-1.6680, 1.6945, -0.3752)
H (-2.0626, 0.4084, 1.6703)
H (-0.8625, -0.7295, 1.2627)
H (-2.5741, -1.7536, 0.1978)
H (-2.8404, -0.4146, -0.8262)

Which of them is the least stable? Correct choice: two).

one) C3H4N3 as an isolated structure. Source: the Open Molecules 2025 dataset; level of theory: ωB97M-V/def2-TZVPD.

LUMO (alpha / beta), eV: -9.35 / -9.35
Net charge: +1
HOMO energy (alpha / beta), eV: -16.604 / -16.605
Gap between HOMO and LUMO (alpha / beta), eV: 7.26 / 7.26

Atoms and positions in Å:
C (-0.9382, 1.3538, -1.0351)
C (-0.3020, 1.1097, 0.1542)
C (0.5601, -0.1177, 0.4368)
N (-1.7564, 2.9231, -0.6476)
N (-0.5819, 2.0812, 1.0805)
N (-1.2018, 2.8266, 0.3831)
H (-1.1840, 0.9633, -2.0454)
H (1.5368, 0.1609, 1.0561)
H (0.7219, -0.6417, -0.6009)
H (-0.1157, -0.7074, 0.9914)

two) An isolated ion of composition C3H4N3 and charge +1. Source: the Open Molecules 2025 dataset; level of theory: ωB97M-V/def2-TZVPD.

LUMO (alpha / beta), eV: -8.52 / -8.35
Net charge: +1
HOMO energy (alpha / beta), eV: -15.859 / -15.871
Gap between HOMO and LUMO (alpha / beta), eV: 7.34 / 7.52

Atoms and positions in Å:
C (-0.4153, -1.1001, -0.2433)
C (-0.0538, 0.1877, -0.0576)
C (1.3836, 0.5808, -0.1433)
N (-2.7423, -0.6047, 0.2688)
N (-1.1057, 0.9662, 0.4061)
N (-2.1039, 0.2766, 0.5503)
H (-0.1727, -2.2337, -0.3013)
H (1.7060, 0.7045, 0.8046)
H (1.6047, 1.5308, -0.7638)
H (1.8994, -0.3080, -0.5205)

three) C3H4N3 as an isolated structure. Source: the Open Molecules 2025 dataset; level of theory: ωB97M-V/def2-TZVPD.

LUMO (alpha / beta), eV: -8.92 / -8.92
Net charge: +1
HOMO energy (alpha / beta), eV: -16.505 / -16.505
Gap between HOMO and LUMO (alpha / beta), eV: 7.59 / 7.59

Atoms and positions in Å:
C (-2.7636, 0.7430, 1.1152)
C (-0.8617, 0.3256, 0.6169)
C (0.4410, 0.4843, 0.0189)
N (-1.7986, 1.3443, 0.5208)
N (-2.8196, -0.4795, 1.4409)
N (-1.5425, -0.7593, 1.1111)
H (1.3716, 0.3820, 0.7898)
H (0.4952, 1.5419, -0.3112)
H (0.5182, -0.1270, -0.9051)
H (-1.3591, -1.8139, 1.3197)

four) An isolated ion of composition C3H4N3 and charge +1. Source: the Open Molecules 2025 dataset; level of theory: ωB97M-V/def2-TZVPD.

LUMO, eV: -4.63
Net charge: +1
HOMO energy, eV: -12.651
Gap between HOMO and LUMO, eV: 8.02

Atoms and positions in Å:
C (-1.7874, -0.9240, 0.3899)
C (1.2376, 0.1137, 0.4872)
C (-0.5169, 0.7125, -0.8924)
N (-1.2557, -0.1911, -0.3756)
N (1.3684, -0.7031, 1.3277)
N (0.8711, 0.6901, -0.5775)
H (-2.1927, -1.9068, 0.3638)
H (-0.9005, 1.5147, -1.4896)
H (1.5863, -0.7266, 2.3109)
H (1.5257, 1.1416, -1.2107)

Which of them is the least stable? Correct choice: one).

one) An isolated ion of composition C3H4N3 and charge +1. Source: the Open Molecules 2025 dataset; level of theory: ωB97M-V/def2-TZVPD.

LUMO (alpha / beta), eV: -5.00 / -5.00
Net charge: +1
HOMO energy (alpha / beta), eV: -13.121 / -13.121
Gap between HOMO and LUMO (alpha / beta), eV: 8.12 / 8.12

Atoms and positions in Å:
C (0.9500, -1.5024, -0.3578)
C (0.0283, 1.2624, -0.2917)
C (-0.8420, -0.4419, 0.8647)
N (-0.0047, -1.2285, 0.2945)
N (1.0657, 1.0626, -0.8330)
N (-1.0490, 0.8093, 0.2130)
H (1.2291, -2.1881, -1.1249)
H (-1.2458, -0.6160, 1.8439)
H (1.9501, 1.5309, -0.9295)
H (-1.9457, 1.2841, 0.2159)

two) C3H4N3 as an isolated structure. Source: the Open Molecules 2025 dataset; level of theory: ωB97M-V/def2-TZVPD.

LUMO, eV: -6.39
Net charge: +1
HOMO energy, eV: -14.915
Gap between HOMO and LUMO, eV: 8.52

Atoms and positions in Å:
C (0.4159, 0.9322, 0.1275)
C (1.7543, 0.9934, -0.0423)
C (-1.7637, -0.4569, -0.0408)
N (1.9919, -0.2479, 0.1013)
N (1.7252, -1.3134, 0.0372)
N (-0.4675, 0.1742, 0.0795)
H (2.4065, 1.7350, -0.3001)
H (-1.6346, -1.1937, 0.6466)
H (-2.0042, -0.9815, -0.9170)
H (-2.4237, 0.3587, 0.3081)

three) An isolated ion of composition C3H4N3 and charge +1. Source: the Open Molecules 2025 dataset; level of theory: ωB97M-V/def2-TZVPD.

LUMO, eV: -5.19
SMILES string: C=N/N=C/C#[NH+]
Net charge: +1
HOMO energy, eV: -14.037
Gap between HOMO and LUMO, eV: 8.85

Atoms and positions in Å:
C (-0.1686, 0.6402, 1.1367)
C (0.7129, 1.2476, 1.9340)
C (-0.2722, -1.2160, -2.0009)
N (-0.3466, -0.2557, -1.0065)
N (0.2045, 0.2252, -0.0639)
N (1.5451, 1.5998, 2.6507)
H (-1.1917, 0.2397, 1.4321)
H (-0.5032, -1.0090, -3.0118)
H (-0.3322, -2.3275, -1.6422)
H (1.8827, 2.2943, 3.2750)

Which of them is the least stable? Correct choice: two).

one) A 2-piece molecular cluster, C3H5N3O overall. Source: the Open Molecules 2025 dataset; level of theory: ωB97M-V/def2-TZVPD.

LUMO, eV: -1.58
Net charge: 0
HOMO energy, eV: -8.262
Gap between HOMO and LUMO, eV: 6.68

Atoms and positions in Å:
O (-2.1302, 0.0270, -0.3124)
C (-1.4200, 0.2002, 0.7650)
C (-0.0610, 0.4282, 0.7588)
N (0.5656, 0.4403, -0.4487)
N (1.7988, 0.5309, -0.0665)
C (2.0300, 0.5850, 1.3544)
N (0.7750, 0.5205, 1.8295)
H (-1.5251, 0.0761, -1.0826)
H (-0.5937, -1.8772, -2.0067)
H (-1.9822, 0.1325, 1.6913)
H (2.5206, 0.5223, -0.7805)
H (0.0222, -1.5857, -1.7015)

two) One molecule with the formula C3H5N3O. Source: the Open Molecules 2025 dataset; level of theory: ωB97M-V/def2-TZVPD.

LUMO, eV: 0.83
SMILES string: OCc1nc[nH]n1
Net charge: 0
HOMO energy, eV: -10.175
Gap between HOMO and LUMO, eV: 11.01

Atoms and positions in Å:
O (1.1492, 1.0930, 1.8793)
C (0.6469, 1.4487, 0.6071)
C (-0.0147, 0.2848, -0.0594)
N (0.6916, -0.6339, -0.6943)
N (-0.2522, -1.5133, -1.0708)
C (-1.4642, -1.0980, -0.6580)
N (-1.3532, 0.0373, -0.0068)
H (1.6197, 0.2592, 1.7626)
H (1.4430, 1.8427, -0.0410)
H (-0.0950, 2.2314, 0.7660)
H (0.0059, -2.3107, -1.6273)
H (-2.3771, -1.6413, -0.8574)

Which of them is the least stable? Correct choice: one).

one) One molecule with the formula C3H5N3O. Source: the Open Molecules 2025 dataset; level of theory: ωB97M-V/def2-TZVPD.

LUMO, eV: 0.74
Net charge: 0
HOMO energy, eV: -8.007
Gap between HOMO and LUMO, eV: 8.74

Atoms and positions in Å:
C (0.7937, -0.1332, 0.3579)
C (1.0530, 1.0294, -0.7922)
C (-1.3317, -1.2062, 0.9204)
N (-1.1511, 0.3943, -0.6332)
N (2.1271, 1.4787, -1.2585)
N (-0.4548, -0.2836, 0.2466)
O (-0.1895, 1.2367, -1.2034)
H (1.6165, -0.4665, 0.8881)
H (-1.1437, -1.0463, 2.0001)
H (-1.1711, -2.2517, 0.6927)
H (-2.3211, -0.8709, 0.8277)
H (2.1727, 2.1194, -2.0463)

two) One molecule with the formula C3H5N3O. Source: the Open Molecules 2025 dataset; level of theory: ωB97M-V/def2-TZVPD.

LUMO, eV: 0.82
SMILES string: OCc1nc[nH]n1
Net charge: 0
HOMO energy, eV: -9.866
Gap between HOMO and LUMO, eV: 10.69

Atoms and positions in Å:
C (1.6161, -0.7422, 0.0697)
C (0.2031, -0.2254, 0.0778)
C (-1.9589, -0.3678, 0.0268)
H (1.6990, 1.5461, -0.2088)
H (2.1930, -1.1612, 0.9841)
H (1.5312, -1.3892, -0.7266)
H (-2.8699, -0.7912, -0.1701)
H (-2.1126, 1.6857, 0.0877)
N (-0.8632, -1.1509, -0.0842)
N (-1.5001, 0.9407, -0.0483)
N (-0.1697, 1.0588, 0.1218)
O (2.2319, 0.5967, -0.1300)

Which of them is the least stable? Correct choice: one).

one) A 2-piece molecular cluster, C3H5N3O overall. Source: the Open Molecules 2025 dataset; level of theory: ωB97M-V/def2-TZVPD.

LUMO (alpha / beta), eV: -0.02 / -0.25
Net charge: 0
HOMO energy (alpha / beta), eV: -7.698 / -7.858
Gap between HOMO and LUMO (alpha / beta), eV: 7.67 / 7.61

Atoms and positions in Å:
O (-2.3629, 0.9135, -0.4616)
C (-1.6853, 0.1365, 0.3932)
C (-0.3541, 0.2987, 0.6162)
N (0.3952, 1.0481, -0.2696)
N (1.2947, 0.1045, -0.5632)
C (1.4729, -0.7215, 0.6021)
N (0.4248, -0.6634, 1.3137)
H (-1.6940, 1.4493, -0.9278)
H (0.3749, -1.0375, -1.2286)
H (-2.2966, -0.5690, 0.9413)
H (2.1009, 0.4174, -1.1093)
H (2.3295, -1.3766, 0.6937)

two) C3H5N3O as an isolated structure. Source: the Open Molecules 2025 dataset; level of theory: ωB97M-V/def2-TZVPD.

LUMO, eV: 0.35
Net charge: 0
HOMO energy, eV: -8.960
Gap between HOMO and LUMO, eV: 9.31

Atoms and positions in Å:
N (1.0200, -0.0510, 1.6005)
C (-0.2010, 0.2263, 1.1413)
N (-0.3874, 1.2472, 0.2254)
C (-0.4105, 0.5310, -0.8712)
O (-0.4499, 1.0491, -2.0972)
C (-0.2475, -0.8834, -0.6133)
N (-0.7890, -0.9581, 0.7248)
H (1.5750, 0.8022, 1.6720)
H (1.1574, -0.6084, 0.2998)
H (-0.3347, 2.0082, -2.0026)
H (-0.5182, -1.6354, -1.3502)
H (-0.4143, -1.7279, 1.2707)

Which of them is the least stable? Correct choice: one).

one) A 2-piece molecular cluster, C3H5N3O overall. Source: the Open Molecules 2025 dataset; level of theory: ωB97M-V/def2-TZVPD.

LUMO, eV: 0.73
Net charge: 0
HOMO energy, eV: -8.819
Gap between HOMO and LUMO, eV: 9.55

Atoms and positions in Å:
C (2.1387, -0.8524, 0.8348)
C (-1.1127, -1.3257, 0.0600)
C (-1.5612, 0.9747, 0.0176)
N (1.8076, -0.2771, -0.1313)
N (-0.5049, -2.2688, -0.1917)
N (1.4246, 0.6061, -0.8676)
O (-1.9410, -0.3894, 0.3481)
H (2.0889, -1.7120, 1.3936)
H (-1.5456, 1.4941, 0.9709)
H (-2.3267, 1.6586, -0.5023)
H (-0.6232, 0.9072, -0.5109)
H (2.1556, 1.1846, -1.4214)

two) One molecule with the formula C3H5N3O. Source: the Open Molecules 2025 dataset; level of theory: ωB97M-V/def2-TZVPD.

LUMO, eV: 0.78
Net charge: 0
HOMO energy, eV: -8.924
Gap between HOMO and LUMO, eV: 9.70

Atoms and positions in Å:
O (1.8302, -1.4012, 0.3519)
C (1.7268, -0.7821, -0.8953)
C (-0.4994, -0.2036, -0.4232)
N (-1.5517, -0.2757, 0.2310)
N (-1.9058, 0.9375, 0.8554)
C (-1.1739, 2.0081, 0.7811)
N (0.4284, -0.2166, -1.1973)
H (1.3304, -2.2291, 0.3430)
H (1.9312, -1.4706, -1.7225)
H (2.4500, 0.0325, -0.9071)
H (-2.8223, 0.8111, 1.2743)
H (-1.7438, 2.7897, 1.3087)

Which of them is the least stable? Correct choice: one).